Version one
Density functional theory data (ωB97M-V with the def2-TZVPD basis set) for one molecule with the formula C5H8N2O2.

Each atom is followed by the atoms it is bonded to, with distances in Å.
Positions of all 17 atoms, in Å:
1 H -2.1838 -1.8458 -0.8134  C7 1.082
2 N -0.5990 -0.7866 -0.0903  C7 1.290, C10 1.433, C15 1.636
3 H 2.7193 0.2289 0.5201  C11 1.090
4 H -0.4535 -2.5112 -1.1865  C7 1.079
5 H 1.4542 -0.3756 1.6080  C11 1.090
6 C -0.6137 1.3887 0.7083  H9 1.077, C10 1.410, O17 1.354
7 C -1.1074 -1.7961 -0.7111  H1 1.082, N2 1.290, H4 1.079
8 H -2.0704 2.5317 0.3291  O17 0.972
9 H 0.2766 1.3835 1.3145  C6 1.077
10 C -1.4270 0.2855 0.3779  N2 1.433, C6 1.410, O12 1.228
11 C 1.8563 -0.4332 0.5965  H3 1.090, H5 1.090, H14 1.093, C15 1.504
12 O -2.6445 0.2783 0.2148  C10 1.228
13 H 1.9689 0.3190 -1.9201  N16 1.019
14 H 2.1810 -1.4635 0.4294  C11 1.093
15 C 0.8280 -0.0656 -0.4383  N2 1.636, C11 1.504, N16 1.252
16 N 0.9923 0.2424 -1.6410  H13 1.019, C15 1.252
17 O -1.1775 2.6194 0.7021  C6 1.354, H8 0.972

Version two
Density functional theory data (ωB97M-V with the def2-TZVPD basis set) for one molecule with the formula C5H8N2O2.

SMILES string   N[C@H]1C[C@@H]1C1=NOCO1

Each atom is followed by the atoms it is bonded to, with distances in Å.
Positions of all 17 atoms, in Å:
1 H 2.3988 -1.5445 -1.0056  N8 1.001
2 O -1.8143 0.8653 -0.2831  C7 1.317, C16 1.352
3 H 0.5472 0.7694 -1.4153  C13 1.055
4 H 3.4911 -0.9774 0.1306  N8 1.041
5 H -3.3118 0.1002 -1.2018  C16 1.072
6 H 1.2508 -1.0134 1.0617  C14 1.034
7 C -0.8499 -0.0197 -0.1353  O2 1.317, N12 1.250, C13 1.450
8 N 2.6832 -0.7400 -0.4814  H1 1.001, H4 1.041, C14 1.402
9 O -2.5387 -1.1237 0.3430  N12 1.368, C16 1.466
10 H 0.7495 1.1399 1.6279  C11 1.083
11 C 1.2723 1.0473 0.6841  H10 1.083, C13 1.493, C14 1.507, H17 1.086
12 N -1.1795 -1.1790 0.1963  C7 1.250, O9 1.368
13 C 0.5052 0.4083 -0.4254  H3 1.055, C7 1.450, C11 1.493, C14 1.534
14 C 1.5908 -0.3795 0.3193  H6 1.034, N8 1.402, C11 1.507, C13 1.534
15 H -3.6910 0.6125 0.4916  C16 1.083
16 C -2.9716 0.1728 -0.1876  O2 1.352, H5 1.072, O9 1.466, H15 1.083
17 H 1.8679 1.8615 0.2810  C11 1.086

If we sort the structures by their calculated energies, the order from most to least stable is version two, version one.

Version one
Density functional theory data (ωB97M-V with the def2-TZVPD basis set) for a 5-piece molecular cluster, H10O5 overall.

Charge   -1
Multiplicity   2

Each atom is followed by the atoms it is bonded to, with distances in Å.
Positions of all 15 atoms, in Å:
1 O 1.8131 -1.1503 0.4365  H2 0.973, H3 0.964
2 H 1.1106 -0.9637 1.0830  O1 0.973
3 H 2.5966 -1.4976 0.8768  O1 0.964
4 O -0.6822 -2.0274 -2.2479  H5 0.973, H7 0.963
5 H -0.3771 -1.9093 -1.3320  O4 0.973
6 O 2.6476 3.9576 2.0450  H9 0.968, H15 0.969
7 H -1.4500 -2.6064 -2.1974  O4 0.963
8 O -1.2458 -0.1722 2.9645  H10 0.975, H12 0.964
9 H 2.3788 4.3973 2.8650  O6 0.968
10 H -0.9469 -0.7065 2.2060  O8 0.975
11 O -2.5562 -0.0278 -4.0137  H13 0.953, H14 0.962
12 H -2.1921 -0.3291 3.0650  O8 0.964
13 H -2.1598 0.3360 -4.7998  O11 0.953
14 H -1.9629 -0.4577 -3.3900  O11 0.962
15 H 3.0263 3.1571 2.4392  O6 0.969

Version two
Density functional theory data (ωB97M-V with the def2-TZVPD basis set) for a 5-piece molecular cluster, H10O5 overall.

Charge   -1
Multiplicity   2

Each atom is followed by the atoms it is bonded to, with distances in Å.
Positions of all 15 atoms, in Å:
1 O 1.0232 -0.4996 -0.0785  H12 0.957, H13 0.957
2 H -0.3952 3.0376 0.4869  O3 0.957
3 O -0.0371 3.8954 0.7155  H2 0.957, H10 0.957
4 O -1.1342 1.3142 0.0796  H5 0.957, H15 0.957
5 H -1.7372 1.2911 0.8226  O4 0.957
6 O 3.1383 -2.1389 -0.5402  H9 0.957, H11 0.957
7 H -1.9090 -2.1323 -0.6570  O14 0.957
8 H -1.1893 -3.3179 -0.0499  O14 0.957
9 H 2.7501 -1.3178 -0.2379  O6 0.957
10 H -0.7940 4.3998 1.0136  O3 0.957
11 H 2.4428 -2.5622 -1.0435  O6 0.957
12 H 0.3449 -1.1213 0.1852  O1 0.957
13 H 0.5753 0.3458 -0.1085  O1 0.957
14 O -1.3842 -2.3928 0.1000  H7 0.957, H8 0.957
15 H -1.6944 1.1990 -0.6879  O4 0.957

If we sort the structures by their calculated energies, the order from most to least stable is version two, version one.

Version one
Density functional theory data (ωB97M-V with the def2-TZVPD basis set) for a 5-piece molecular cluster, H10O5 overall.

Charge   -1
Multiplicity   2

Each atom is followed by the atoms it is bonded to, with distances in Å.
Positions of all 15 atoms, in Å:
1 H -6.3777 27.5470 2.0323  O3 0.957
2 H -6.9650 24.8310 9.1922  O12 0.957
3 O -5.6491 27.0522 2.4072  H1 0.957, H10 0.957
4 H -6.4450 26.3108 4.8465  O15 0.957
5 H -6.2897 25.0517 5.6726  O15 0.957
6 H -2.9544 28.4148 4.3135  O14 0.957
7 O -6.7918 23.3961 4.9892  H9 0.957, H11 0.957
8 H -5.7307 25.0350 8.3397  O12 0.957
9 H -6.7485 22.6114 5.5357  O7 0.957
10 H -4.8904 27.3074 1.8823  O3 0.957
11 H -6.0030 23.3556 4.4483  O7 0.957
12 O -6.4363 24.4119 8.5131  H2 0.957, H8 0.957
13 H -3.8808 27.2178 4.2846  O14 0.957
14 O -3.8801 28.1749 4.2714  H6 0.957, H13 0.957
15 O -6.0143 25.9674 5.6293  H4 0.957, H5 0.957

Version two
Density functional theory data (ωB97M-V with the def2-TZVPD basis set) for a 5-piece molecular cluster, H10O5 overall.

Charge   -1
Multiplicity   2

Each atom is followed by the atoms it is bonded to, with distances in Å.
Positions of all 15 atoms, in Å:
1 H -0.6700 -0.4785 -0.6914  O12 0.957
2 H -0.5419 -1.7110 1.9227  O9 0.957
3 H -0.3922 0.9299 -0.2108  O12 0.957
4 H 0.7229 1.7420 -2.3339  O10 0.957
5 H 3.3368 0.4390 -0.2505  O7 0.957
6 H -1.0381 -3.1385 2.0112  O9 0.957
7 O 2.4846 0.5843 0.1606  H5 0.957, H14 0.957
8 H 0.9056 3.1939 -1.9461  O10 0.957
9 O -0.2374 -2.6139 2.0135  H2 0.957, H6 0.957
10 O 1.1553 2.5504 -2.6092  H4 0.957, H8 0.957
11 H -2.6584 -1.0554 0.4602  O13 0.957
12 O -0.2765 0.3505 -0.9638  H1 0.957, H3 0.957
13 O -2.0735 -0.8897 1.1996  H11 0.957, H15 0.957
14 H 1.8496 0.3954 -0.5303  O7 0.957
15 H -2.5668 -0.2983 1.7680  O13 0.957

If we sort the structures by their calculated energies, the order from most to least stable is version two, version one.